No. 1
89
Properties=species:S:1:pos:R:3:mulliken_charge:R:1 method="wB97M-V/def2-TZVPD" spin_multiplicity=1 total_charge=+1 homo_lumo_gap_ev=1.52
C -0.203 2.221 -0.880 -0.43
C 0.195 3.717 -0.916 -0.62
N -0.674 4.583 -1.687 -0.47
B -1.791 5.323 -0.866 0.44
C -2.848 4.309 -0.109 -1.26
C -3.469 3.386 -1.116 1.15
F -4.809 3.732 -1.379 -0.40
H -0.626 1.957 0.080 0.21
H -0.930 2.055 -1.667 -0.10
H 0.653 1.598 -1.116 0.36
H 0.328 4.103 0.086 0.36
H 1.191 3.729 -1.377 0.34
H -1.033 4.112 -2.510 -0.11
H -1.286 6.101 -0.057 -0.24
H -2.477 5.999 -1.652 -0.29
H -3.657 4.907 0.300 0.36
H -2.454 3.766 0.749 0.28
H -3.489 2.356 -0.764 -0.03
H -2.912 3.414 -2.056 -0.44
C -2.242 -1.079 -2.837 0.22
Cl -2.994 0.427 -2.337 -0.02
Cl -1.747 -2.066 -1.505 0.00
Cl -3.380 -1.952 -3.866 -0.06
Cl -0.798 -0.581 -3.796 -0.19
C -0.040 4.443 -5.771 0.63
O -1.157 3.985 -5.602 -0.79
N 0.745 4.979 -4.823 -0.25
N 0.520 4.439 -7.064 -0.51
H 1.671 5.315 -5.012 0.18
H 0.394 5.037 -3.863 0.28
H -0.027 4.042 -7.808 0.21
H 1.425 4.800 -7.259 0.20
K 1.683 6.341 -8.498 0.97
C 1.310 -4.028 0.859 -0.94
C 2.617 -4.088 1.318 0.23
C 2.976 -4.089 2.649 1.31
O 4.300 -4.142 2.984 -1.19
C 1.916 -4.036 3.579 -0.86
C 0.608 -3.970 3.161 -0.41
C 0.237 -3.964 1.774 1.04
O -1.002 -3.903 1.483 -0.92
O -0.422 -3.905 4.027 -0.70
O 3.695 -4.174 0.429 -0.98
H 1.071 -4.029 -0.198 0.37
H 2.158 -4.061 4.638 0.54
H -1.210 -3.874 3.442 0.32
H 4.483 -4.206 0.978 0.53
O 3.975 -7.159 5.443 -0.41
C 4.397 -7.865 4.533 -0.21
C 5.558 -6.728 3.512 0.49
O 6.018 -7.372 2.558 -0.52
H 3.711 -8.217 3.740 0.27
H 5.119 -8.673 4.759 0.33
H 6.274 -6.363 4.280 0.27
H 4.853 -5.887 3.315 -0.28
K 5.310 -4.965 -0.118 0.97
C 4.074 -0.981 1.648 0.32
C 4.862 0.051 1.155 -0.54
C 4.435 1.365 1.312 -0.51
C 3.247 1.646 1.981 -0.38
C 2.474 0.613 2.495 -0.91
C 2.891 -0.696 2.305 0.12
H 4.330 -2.033 1.588 -0.02
H 5.796 -0.162 0.651 0.38
H 5.036 2.176 0.922 0.39
H 2.932 2.673 2.110 0.43
H 1.561 0.827 3.034 0.45
H 2.303 -1.528 2.681 0.34
O -2.527 1.907 -5.475 -0.32
H -2.112 2.772 -5.214 0.58
H -3.489 1.904 -5.299 0.48
H -2.094 1.161 -4.991 0.24
O -6.244 -0.958 -1.530 -0.58
C -6.803 -0.195 -0.795 0.55
O -7.542 -0.616 0.254 -0.37
C -8.179 0.504 0.897 -0.44
C -7.343 1.719 0.507 -0.52
C -6.847 1.319 -0.883 0.35
H -9.206 0.570 0.531 0.24
H -8.201 0.328 1.969 0.34
H -7.901 2.651 0.533 0.37
H -6.493 1.819 1.182 0.24
H -7.551 1.600 -1.668 0.29
H -5.866 1.723 -1.106 -0.46
N 4.551 -2.372 4.634 -0.49
H 4.753 -3.163 3.799 0.18
H 4.848 -1.453 4.309 0.33
H 3.548 -2.355 4.807 0.32
H 5.045 -2.614 5.487 0.36



No. 2
71
Properties=species:S:1:pos:R:3:mulliken_charge:R:1 method="wB97M-V/def2-TZVPD" spin_multiplicity=1 total_charge=+1 homo_lumo_gap_ev=7.85
La 1.204 1.424 1.699 0.33
C 0.143 3.848 1.102 0.77
C -1.027 3.186 1.577 0.17
C 0.466 3.328 3.329 0.11
C 1.065 3.947 2.182 -0.01
C -0.824 2.862 2.946 0.73
C 0.371 4.334 -0.286 -1.41
H -0.345 3.949 -1.030 0.29
H 1.377 4.134 -0.697 0.26
H 0.264 5.431 -0.289 0.38
C 2.518 4.282 2.056 -0.98
H 2.901 4.336 1.019 0.27
H 3.238 3.617 2.586 0.38
H 2.650 5.281 2.498 0.36
C 1.188 2.977 4.590 -1.15
H 1.209 3.881 5.216 0.38
H 2.250 2.662 4.483 0.33
H 0.718 2.180 5.197 0.26
C -1.816 2.210 3.841 -1.48
H -2.315 2.979 4.455 0.37
H -1.392 1.490 4.560 0.27
H -2.618 1.674 3.313 0.31
C -2.280 2.958 0.806 -1.62
H -3.019 3.748 1.029 0.31
H -2.792 2.006 1.025 0.32
H -2.144 2.972 -0.286 0.37
C 0.759 -3.072 -4.313 -0.27
C -0.164 -2.236 -4.792 -0.53
C -1.622 -2.496 -5.060 -0.56
C -2.252 -3.701 -4.331 -0.94
C -2.149 -3.599 -2.833 -0.26
C -1.146 -3.972 -2.034 -0.52
C 0.154 -4.631 -2.406 -0.38
C 0.596 -4.504 -3.879 -0.97
H -1.808 -2.609 -6.142 0.36
H -1.851 -4.639 -4.731 0.33
H -2.171 -1.587 -4.766 0.28
H -0.067 -5.087 -4.529 0.36
H 1.798 -2.720 -4.243 0.40
H 0.157 -1.239 -5.121 0.50
H 1.591 -4.974 -3.945 0.41
H 0.935 -4.188 -1.767 0.15
H -1.282 -3.869 -0.950 0.51
H 0.134 -5.703 -2.144 0.40
H -3.326 -3.687 -4.580 0.39
H -3.053 -3.174 -2.373 0.35
P 0.898 0.378 -0.736 0.53
P -0.029 -0.890 2.370 0.62
C 0.711 -1.389 -0.343 -0.19
C 0.940 -1.820 1.142 -1.01
H 1.456 -1.859 -1.004 0.46
H -0.323 -1.621 -0.660 -0.06
H 0.539 -2.829 1.315 0.58
H 2.011 -1.759 1.428 0.40
C 0.601 -1.212 4.051 -1.12
H 0.021 -0.594 4.776 0.30
H 1.686 -0.960 4.113 0.35
H 0.382 -2.295 4.113 0.46
C -1.801 -1.193 2.219 -1.14
H -1.818 -2.300 2.206 0.49
H -2.163 -0.720 1.275 0.21
H -2.292 -0.722 3.100 0.36
C 2.601 0.738 -1.309 -1.30
H 2.758 1.839 -1.377 0.39
H 2.550 0.255 -2.301 0.44
H 3.353 0.303 -0.614 0.47
C -0.337 0.935 -1.917 -0.81
H -1.331 0.907 -1.411 0.26
H -0.204 0.169 -2.706 0.23
H -0.080 1.976 -2.217 0.35
Br 3.652 0.655 2.504 -0.62



No. 3
80
Properties=species:S:1:pos:R:3:mulliken_charge:R:1 method="wB97M-V/def2-TZVPD" spin_multiplicity=1 total_charge=+1 homo_lumo_gap_ev=8.36
C 2.339 -0.651 5.585 -1.20
C 1.807 0.389 4.435 0.42
C 2.341 -0.104 3.021 -1.47
Br 2.060 -2.079 2.677 -0.05
C 1.990 0.744 1.722 0.09
O 3.034 1.787 1.747 -0.47
C 2.576 2.767 0.730 -0.25
C 0.995 2.741 1.162 0.53
C 1.229 3.605 2.561 -0.63
N -0.052 4.297 3.009 -0.38
C -0.172 4.255 4.515 -0.81
P -0.231 3.917 0.336 0.14
S -0.477 3.808 -1.571 -0.32
N 0.637 1.266 1.351 1.76
C -0.569 1.157 2.232 -0.18
C -1.127 -0.286 2.621 0.13
C -2.518 0.010 3.443 -0.66
C -3.817 -0.106 2.528 0.65
C -4.054 0.595 1.169 0.02
C -5.415 0.412 0.413 -0.52
C -6.589 -0.443 0.952 -0.48
C -6.350 -1.169 2.318 -0.46
C -4.992 -0.996 3.080 -0.63
C 0.238 0.450 0.147 -1.00
C 0.909 0.680 -1.259 -0.54
C -0.207 0.333 -2.404 -0.77
S 0.653 0.062 -4.019 1.16
O 1.763 -0.971 -3.861 -0.59
O -0.349 -0.492 -4.988 -0.60
O 1.348 1.498 -4.523 -0.43
H 1.469 -1.236 6.055 0.29
H 2.777 -0.022 6.454 0.34
H 3.197 -1.310 5.223 0.36
H 2.305 1.392 4.727 0.28
H 0.679 0.432 4.571 -0.12
H 3.496 -0.045 3.107 0.68
H 2.455 0.063 0.906 0.24
H 2.908 2.252 -0.224 0.21
H 3.097 3.778 0.695 0.41
H 1.515 2.938 3.439 -0.33
H 2.020 4.415 2.435 0.43
H 0.140 5.303 2.817 0.34
H 0.728 4.831 4.940 0.34
H -0.294 3.204 4.938 0.25
H -1.094 4.910 4.764 0.30
H 0.270 5.256 0.603 0.15
H -1.540 3.743 0.939 0.11
H -1.442 1.702 1.703 -0.35
H -0.486 1.693 3.254 -0.44
H -0.496 -0.886 3.354 0.04
H -1.449 -0.959 1.762 0.42
H -2.605 -0.730 4.325 0.39
H -2.439 1.068 3.892 0.29
H -3.233 1.253 0.709 0.15
H -5.554 0.974 -0.566 0.32
H -7.570 -0.542 0.381 0.33
H -7.214 -1.796 2.746 0.31
H -4.915 -1.565 4.075 0.22
H -0.908 0.469 -0.021 0.42
H 0.463 -0.655 0.419 0.42
H 1.746 -0.103 -1.434 0.55
H 1.340 1.686 -1.528 0.06
H -1.032 1.129 -2.434 0.34
H -0.720 -0.631 -2.020 0.40
H 2.038 1.724 -3.845 0.38
C 1.199 -4.769 -5.440 -0.68
C 1.519 -3.519 -6.263 -0.24
C 2.372 -3.962 -7.454 -0.68
S 1.918 -5.660 -7.793 1.15
O 3.060 -6.504 -7.524 -0.65
O 1.193 -5.719 -9.041 -0.67
C 0.762 -5.826 -6.445 -0.71
H 0.422 -4.576 -4.697 0.33
H 2.098 -5.103 -4.911 0.33
H 0.588 -3.072 -6.624 0.28
H 2.034 -2.764 -5.666 0.07
H 2.177 -3.353 -8.338 0.36
H 3.437 -3.939 -7.214 0.37
H 0.798 -6.839 -6.046 0.40
H -0.236 -5.610 -6.834 0.35



Please write out number 3 again, unchanged.
80
Properties=species:S:1:pos:R:3:mulliken_charge:R:1 method="wB97M-V/def2-TZVPD" spin_multiplicity=1 total_charge=+1 homo_lumo_gap_ev=8.36
C 2.339 -0.651 5.585 -1.20
C 1.807 0.389 4.435 0.42
C 2.341 -0.104 3.021 -1.47
Br 2.060 -2.079 2.677 -0.05
C 1.990 0.744 1.722 0.09
O 3.034 1.787 1.747 -0.47
C 2.576 2.767 0.730 -0.25
C 0.995 2.741 1.162 0.53
C 1.229 3.605 2.561 -0.63
N -0.052 4.297 3.009 -0.38
C -0.172 4.255 4.515 -0.81
P -0.231 3.917 0.336 0.14
S -0.477 3.808 -1.571 -0.32
N 0.637 1.266 1.351 1.76
C -0.569 1.157 2.232 -0.18
C -1.127 -0.286 2.621 0.13
C -2.518 0.010 3.443 -0.66
C -3.817 -0.106 2.528 0.65
C -4.054 0.595 1.169 0.02
C -5.415 0.412 0.413 -0.52
C -6.589 -0.443 0.952 -0.48
C -6.350 -1.169 2.318 -0.46
C -4.992 -0.996 3.080 -0.63
C 0.238 0.450 0.147 -1.00
C 0.909 0.680 -1.259 -0.54
C -0.207 0.333 -2.404 -0.77
S 0.653 0.062 -4.019 1.16
O 1.763 -0.971 -3.861 -0.59
O -0.349 -0.492 -4.988 -0.60
O 1.348 1.498 -4.523 -0.43
H 1.469 -1.236 6.055 0.29
H 2.777 -0.022 6.454 0.34
H 3.197 -1.310 5.223 0.36
H 2.305 1.392 4.727 0.28
H 0.679 0.432 4.571 -0.12
H 3.496 -0.045 3.107 0.68
H 2.455 0.063 0.906 0.24
H 2.908 2.252 -0.224 0.21
H 3.097 3.778 0.695 0.41
H 1.515 2.938 3.439 -0.33
H 2.020 4.415 2.435 0.43
H 0.140 5.303 2.817 0.34
H 0.728 4.831 4.940 0.34
H -0.294 3.204 4.938 0.25
H -1.094 4.910 4.764 0.30
H 0.270 5.256 0.603 0.15
H -1.540 3.743 0.939 0.11
H -1.442 1.702 1.703 -0.35
H -0.486 1.693 3.254 -0.44
H -0.496 -0.886 3.354 0.04
H -1.449 -0.959 1.762 0.42
H -2.605 -0.730 4.325 0.39
H -2.439 1.068 3.892 0.29
H -3.233 1.253 0.709 0.15
H -5.554 0.974 -0.566 0.32
H -7.570 -0.542 0.381 0.33
H -7.214 -1.796 2.746 0.31
H -4.915 -1.565 4.075 0.22
H -0.908 0.469 -0.021 0.42
H 0.463 -0.655 0.419 0.42
H 1.746 -0.103 -1.434 0.55
H 1.340 1.686 -1.528 0.06
H -1.032 1.129 -2.434 0.34
H -0.720 -0.631 -2.020 0.40
H 2.038 1.724 -3.845 0.38
C 1.199 -4.769 -5.440 -0.68
C 1.519 -3.519 -6.263 -0.24
C 2.372 -3.962 -7.454 -0.68
S 1.918 -5.660 -7.793 1.15
O 3.060 -6.504 -7.524 -0.65
O 1.193 -5.719 -9.041 -0.67
C 0.762 -5.826 -6.445 -0.71
H 0.422 -4.576 -4.697 0.33
H 2.098 -5.103 -4.911 0.33
H 0.588 -3.072 -6.624 0.28
H 2.034 -2.764 -5.666 0.07
H 2.177 -3.353 -8.338 0.36
H 3.437 -3.939 -7.214 0.37
H 0.798 -6.839 -6.046 0.40
H -0.236 -5.610 -6.834 0.35